# 1
{"formula": "C14H18N2O3S2", "method": "the ωB97M-V functional and the def2-TZVPD basis", "elements": ["C", "C", "H", "H", "O", "C", "O", "C", "H", "C", "C", "H", "H", "S", "C", "N", "C", "C", "C", "C", "S", "C", "H", "H", "H", "C", "H", "H", "H", "C", "O", "N", "H", "H", "H", "H", "H", "H", "H"], "xyz": [[-5.7279, -2.0901, 0.4243], [-5.0837, -1.2627, -0.6715], [-4.7730, -1.8886, -1.5153], [-5.7696, -0.4977, -1.0523], [-3.9290, -0.6164, -0.1298], [-3.2330, 0.1596, -0.9632], [-3.5241, 0.3298, -2.1173], [-2.0550, 0.7934, -0.2577], [-1.4796, 0.0133, 0.2429], [-2.5366, 1.8121, 0.7781], [-1.3951, 2.3655, 1.6157], [-0.8096, 1.5679, 2.0700], [-1.7707, 3.0466, 2.3784], [-0.2085, 3.3466, 0.6356], [1.0458, 2.1676, 0.3353], [0.9430, 0.9695, 0.8077], [1.9654, 0.1377, 0.5229], [3.0978, 0.4651, -0.2151], [4.0002, -0.6302, -0.3462], [3.5411, -1.7486, 0.2819], [1.9940, -1.5021, 1.0547], [4.2115, -3.0741, 0.3551], [4.3774, -3.4712, -0.6467], [5.1832, -2.9819, 0.8411], [3.6046, -3.7792, 0.9160], [5.2961, -0.5687, -1.0830], [5.4386, 0.4267, -1.4917], [5.3051, -1.2942, -1.8957], [6.1239, -0.8038, -0.4148], [3.2154, 1.8072, -0.7345], [4.1142, 2.2914, -1.3869], [2.1027, 2.5991, -0.3982], [2.1193, 3.5551, -0.7345], [-3.2435, 1.3253, 1.4538], [-3.0534, 2.6308, 0.2723], [-1.4302, 1.2779, -1.0084], [-5.0253, -2.8315, 0.7948], [-6.0267, -1.4512, 1.2510], [-6.6049, -2.5959, 0.0314]], "atomic_forces_ev_per_a": [[0.32, 0.29, -0.18], [-0.37, -0.17, -0.28], [-0.06, 0.13, 0.09], [0.12, -0.13, 0.01], [-0.07, -0.20, 0.45], [0.47, 0.28, -0.13], [-0.11, -0.01, -0.14], [-0.29, -0.04, -0.03], [0.00, 0.02, -0.05], [0.16, -0.11, -0.03], [0.12, 0.17, -0.22], [-0.09, 0.07, 0.12], [0.08, -0.02, 0.02], [-0.22, 0.32, 0.11], [-0.21, -0.46, 0.32], [-0.40, 0.31, 0.12], [0.69, -0.09, -0.35], [-0.51, -0.25, 0.36], [-0.06, -0.32, 0.14], [-0.26, 0.36, 0.02], [0.38, 0.32, -0.30], [0.05, 0.02, -0.03], [0.01, -0.10, -0.02], [0.05, -0.08, 0.04], [0.05, -0.15, 0.02], [0.05, 0.00, -0.03], [0.11, -0.04, -0.05], [0.08, -0.05, -0.08], [0.12, -0.02, 0.00], [-0.14, -0.03, 0.09], [0.21, 0.14, -0.17], [-0.07, 0.17, -0.03], [0.08, -0.14, 0.00], [-0.03, 0.06, 0.00], [-0.08, -0.02, 0.03], [-0.03, -0.09, 0.02], [0.02, -0.11, 0.06], [-0.07, 0.02, 0.10], [-0.09, -0.06, -0.02]], "homo_ev": -7.97, "homo_lumo_gap_ev": 8.54, "e_tot_ev": -45604.952, "lumo_energy_ev": 0.5786, "largest_force_ev_per_a": 0.78, "e_above_lowest_kcal_mol": 0.9}

# 2
{"formula": "C37H75BrFIO22P4S2", "method": "the ωB97M-V functional and the def2-TZVPD basis", "elements": ["C", "C", "C", "C", "C", "C", "S", "O", "O", "F", "O", "S", "O", "O", "C", "C", "C", "C", "C", "C", "O", "Br", "C", "I", "H", "H", "H", "H", "H", "H", "H", "H", "H", "H", "H", "H", "H", "H", "H", "O", "P", "O", "C", "C", "O", "C", "C", "O", "C", "C", "H", "H", "H", "H", "H", "H", "H", "H", "H", "H", "H", "H", "H", "H", "H", "O", "P", "O", "C", "C", "O", "C", "C", "O", "C", "C", "H", "H", "H", "H", "H", "H", "H", "H", "H", "H", "H", "H", "H", "H", "H", "O", "P", "O", "C", "C", "O", "C", "C", "O", "C", "C", "H", "H", "H", "H", "H", "H", "H", "H", "H", "H", "H", "H", "H", "H", "H", "O", "P", "O", "C", "C", "O", "C", "C", "O", "C", "C", "H", "H", "H", "H", "H", "H", "H", "H", "H", "H", "H", "H", "H", "H", "H"], "xyz": [[-7.4214, 2.1204, -1.9808], [-6.2910, 2.7968, -2.1395], [-4.8695, 3.5048, -1.9030], [-4.8264, 4.3569, -0.5167], [-5.9745, 5.5193, -0.4385], [-7.1078, 5.2071, 0.7176], [-8.7165, 6.0074, 0.0996], [-9.9455, 5.3749, 0.7544], [-8.6852, 7.5237, 0.2446], [-8.9385, 5.7288, -1.5801], [-7.3340, 3.7845, 0.6858], [-7.2119, 3.0103, 2.1686], [-8.4947, 3.0574, 3.0111], [-7.0309, 1.5180, 1.8441], [-5.6835, 3.4742, 3.1416], [-5.7419, 3.0714, 4.6915], [-4.8855, 1.9509, 5.1347], [-5.3683, 5.0289, 2.8227], [-4.8888, 5.8926, 4.1379], [-3.3904, 5.5450, 4.6083], [-2.3649, 5.6950, 3.8536], [-3.1429, 4.8467, 6.4870], [-6.5490, 5.8496, 2.0822], [-8.1478, 6.4670, 3.5001], [-8.4754, 1.6894, -1.8550], [-4.6705, 4.2634, -2.7491], [-4.0132, 2.7117, -1.8928], [-4.7726, 3.6970, 0.4280], [-3.8111, 4.9370, -0.5461], [-6.4283, 5.5815, -1.4983], [-5.4533, 6.5481, -0.2620], [-4.8154, 2.8491, 2.6710], [-6.3957, 3.6509, 5.4390], [-3.7271, 2.0636, 5.2342], [-5.3313, 0.8997, 5.3374], [-4.4362, 5.0526, 2.1170], [-5.6119, 5.8057, 5.0247], [-4.9479, 7.0069, 3.7886], [-6.0685, 6.8712, 1.7791], [-0.9969, -2.3083, -1.9288], [-0.5870, -1.3984, -0.7614], [-1.9199, -0.4198, -0.8425], [-3.1356, -0.9052, -0.2938], [-3.1248, -0.8225, 1.2213], [0.4322, -0.4358, -1.6531], [1.1130, -0.9553, -2.7878], [0.3751, -0.5790, -4.0599], [-0.0971, -0.4231, 0.5678], [0.8217, -1.0475, 1.4667], [2.1720, -1.2927, 0.8204], [-3.3197, -1.9316, -0.6273], [-3.9414, -0.2791, -0.6871], [-2.3935, -1.5190, 1.6434], [-4.1072, -1.0716, 1.6300], [-2.8449, 0.1807, 1.5544], [1.2517, -2.0372, -2.7056], [2.1121, -0.5086, -2.8041], [-0.6688, -0.9044, -4.0346], [0.8581, -1.0235, -4.9342], [0.3608, 0.5069, -4.1833], [0.3864, -1.9862, 1.8253], [0.9380, -0.3845, 2.3262], [2.0972, -2.0372, 0.0227], [2.8918, -1.6575, 1.5566], [2.5592, -0.3748, 0.3699], [0.2250, -1.1519, 5.5704], [-0.3198, -2.1597, 6.5974], [-1.6204, -2.6073, 5.6756], [-1.3953, -3.5131, 4.6100], [-1.2265, -4.9305, 5.1239], [-1.1092, -1.0307, 7.5243], [-0.6186, 0.2996, 7.6176], [-1.3774, 1.2018, 6.6624], [-0.9214, -3.2909, 7.7453], [0.0491, -3.7815, 8.6715], [0.5361, -2.6972, 9.6137], [-0.5226, -3.2029, 4.0257], [-2.2683, -3.4657, 3.9529], [-0.3019, -5.0268, 5.7014], [-1.1852, -5.6412, 4.2948], [-2.0514, -5.2050, 5.7867], [0.4596, 0.3392, 7.4396], [-0.7819, 0.6391, 8.6452], [-1.3375, 0.8277, 5.6351], [-0.9707, 2.2164, 6.6801], [-2.4345, 1.2447, 6.9383], [0.8857, -4.2159, 8.1144], [-0.4231, -4.5835, 9.2422], [1.1058, -1.9348, 9.0753], [1.1824, -3.1191, 10.3866], [-0.3069, -2.1919, 10.0927], [6.0869, -7.3534, -2.4410], [5.1396, -6.1836, -2.1380], [6.2179, -4.9851, -2.5107], [6.4494, -4.7032, -3.8813], [5.3030, -3.9069, -4.4762], [5.3787, -6.1858, -0.4941], [5.7157, -7.3865, 0.1879], [7.2139, -7.4535, 0.4222], [4.0116, -4.9225, -1.8264], [2.6390, -5.3073, -1.9105], [2.2502, -6.2730, -0.8073], [6.6104, -5.6316, -4.4388], [7.3705, -4.1168, -3.9407], [4.3921, -4.5120, -4.5207], [5.5437, -3.5792, -5.4906], [5.0783, -3.0298, -3.8630], [5.3512, -8.2647, -0.3524], [5.1993, -7.3720, 1.1529], [7.7754, -7.3508, -0.5107], [7.4907, -8.4002, 0.8936], [7.5338, -6.6339, 1.0708], [2.4518, -5.7473, -2.8955], [2.0410, -4.3968, -1.8334], [2.7596, -7.2331, -0.9272], [1.1737, -6.4580, -0.8179], [2.5331, -5.8776, 0.1722], [3.2034, 2.7216, -6.1242], [4.4420, 2.3895, -6.9689], [4.9255, 1.0903, -6.0647], [4.2316, -0.1344, -6.2383], [4.6550, -0.8250, -7.5212], [5.4384, 3.5207, -6.2712], [4.9045, 4.7217, -5.7300], [4.7440, 4.5928, -4.2260], [5.7861, 2.0466, -7.9870], [5.6763, 2.5526, -9.3180], [5.7086, 4.0687, -9.3553], [3.1500, 0.0359, -6.2248], [4.4777, -0.7710, -5.3836], [4.3277, -0.2544, -8.3958], [4.2193, -1.8252, -7.5850], [5.7438, -0.9070, -7.5779], [3.9623, 4.9907, -6.2156], [5.6145, 5.5251, -5.9501], [4.1350, 3.7254, -3.9559], [4.2792, 5.4894, -3.8075], [5.7181, 4.4504, -3.7511], [4.7532, 2.1731, -9.7686], [6.5154, 2.1501, -9.8887], [4.8198, 4.4930, -8.8804], [5.7456, 4.4288, -10.3859], [6.5779, 4.4518, -8.8139]], "atomic_forces_ev_per_a": [[5.85, 4.12, -0.84], [-5.13, -3.52, 1.93], [-0.93, -0.29, 0.17], [0.79, 0.70, -0.21], [0.62, -0.22, -0.59], [2.52, 0.20, -1.77], [-6.55, 3.30, 1.73], [4.89, 1.37, -2.58], [1.12, -5.05, -0.94], [1.22, 0.10, 2.96], [0.72, 1.06, 2.42], [-4.92, -8.33, 2.60], [4.25, 1.94, -2.69], [0.66, 5.07, -0.14], [2.95, 2.17, 0.91], [0.89, -1.48, -0.46], [-0.91, 0.98, -0.85], [0.90, 0.54, -0.13], [-0.43, 0.32, -0.18], [3.71, 0.87, -3.90], [-5.66, -0.91, 4.17], [-0.25, 0.70, -1.43], [0.43, 1.32, -0.15], [0.74, -0.35, -0.44], [2.33, 0.87, -0.41], [-0.37, -1.37, 1.21], [-1.70, 1.40, -0.08], [-0.33, 0.86, -1.73], [-1.73, -1.14, 0.06], [0.35, -0.16, 1.83], [-1.20, -1.86, -0.05], [-1.87, 0.91, 0.68], [-0.25, -1.89, -1.71], [-1.96, -0.67, -1.90], [0.54, 2.29, 1.51], [-1.76, 0.03, 1.13], [1.16, -0.08, -1.44], [0.56, -1.92, 0.78], [-1.16, -1.95, 0.49], [1.04, -2.52, 3.60], [-1.54, 7.75, -5.86], [0.03, -0.62, 0.48], [-0.35, 0.14, 0.21], [-0.03, -0.08, 0.18], [0.69, -0.94, 0.83], [-0.01, 0.09, -0.51], [-0.19, 0.06, -0.11], [-0.33, -3.75, 0.67], [0.60, 0.07, 0.44], [0.10, 0.03, -0.08], [-0.04, 0.03, -0.06], [0.15, -0.04, -0.08], [-0.05, 0.01, 0.06], [0.05, 0.01, -0.04], [-0.05, -0.09, -0.08], [-0.15, 0.08, -0.06], [-0.08, 0.06, 0.15], [0.18, -0.14, 0.07], [0.00, 0.04, 0.04], [0.12, -0.07, 0.01], [0.11, 0.07, 0.21], [-0.17, 0.01, -0.07], [0.06, -0.07, -0.02], [-0.07, -0.01, -0.04], [-0.08, -0.09, 0.09], [3.32, -2.80, 1.29], [-8.79, 4.51, -1.03], [0.61, -0.43, -0.14], [-0.22, -0.31, -0.16], [0.08, -0.18, 0.03], [1.25, -0.45, 0.67], [-0.15, 0.45, -0.15], [-0.08, 0.11, -0.20], [3.66, -0.61, -1.07], [0.17, -0.19, 0.66], [-0.01, 0.12, 0.09], [-0.01, 0.04, -0.05], [0.04, 0.14, 0.12], [0.00, -0.08, -0.05], [0.02, 0.04, 0.04], [0.06, 0.07, -0.13], [-0.15, 0.01, -0.13], [-0.06, -0.17, -0.02], [0.19, 0.00, 0.13], [-0.04, -0.04, 0.01], [0.08, 0.00, 0.14], [-0.01, -0.15, 0.19], [-0.09, 0.04, -0.15], [0.07, 0.02, 0.03], [-0.01, 0.01, -0.08], [0.08, -0.12, -0.07], [-3.90, -0.45, -2.11], [6.94, 3.72, 5.58], [-0.57, -0.31, -0.49], [0.08, 0.30, -0.25], [-0.17, 0.06, -0.11], [-1.25, -0.51, -0.44], [0.42, -0.22, 0.22], [0.21, 0.04, -0.04], [-0.98, -2.57, -2.54], [-0.63, 0.03, 0.24], [-0.02, -0.07, 0.14], [0.06, 0.01, 0.02], [-0.06, -0.12, 0.15], [0.00, 0.05, -0.08], [-0.01, -0.04, 0.03], [0.10, -0.09, -0.05], [0.16, 0.10, -0.03], [-0.05, 0.15, -0.09], [-0.20, -0.13, 0.03], [-0.02, 0.06, -0.01], [-0.09, -0.08, 0.02], [-0.22, 0.12, 0.04], [0.14, 0.04, -0.06], [-0.04, -0.06, 0.01], [0.06, 0.01, -0.05], [-0.03, 0.01, -0.14], [-1.01, -0.36, -4.33], [5.16, 0.06, 8.17], [-0.44, -0.05, -0.68], [0.05, -0.37, -0.01], [0.00, -0.08, -0.17], [-0.46, 0.28, -1.32], [-0.09, 0.21, 0.48], [-0.03, -0.10, 0.19], [-3.40, 0.06, -1.61], [0.28, 0.30, -0.54], [0.04, 0.15, 0.04], [0.00, 0.00, 0.07], [0.02, 0.19, 0.01], [-0.01, -0.09, -0.01], [-0.01, 0.06, 0.00], [-0.13, 0.00, 0.07], [0.03, -0.12, 0.15], [0.07, -0.16, -0.08], [-0.05, 0.15, -0.18], [0.04, -0.04, -0.02], [-0.03, 0.09, -0.08], [0.14, 0.00, -0.19], [-0.03, -0.10, 0.15], [-0.03, 0.05, -0.04], [-0.04, -0.05, 0.05], [-0.08, -0.10, -0.08]], "homo_ev": -8.61, "homo_lumo_gap_ev": 6.42, "e_tot_ev": -224298.669, "lumo_energy_ev": -2.1888, "largest_force_ev_per_a": 10.02}

# 3
{"formula": "C16H24BaF8N2O16S4", "method": "the ωB97M-V functional and the def2-TZVPD basis", "elements": ["Ba", "C", "F", "F", "F", "S", "O", "O", "N", "S", "O", "O", "C", "F", "F", "F", "N", "S", "O", "O", "F", "S", "O", "O", "F", "C", "O", "C", "C", "O", "C", "H", "H", "H", "H", "H", "H", "H", "H", "H", "H", "C", "O", "C", "C", "O", "C", "H", "H", "H", "H", "H", "H", "H", "H", "H", "H", "C", "C", "C", "O", "C", "C", "C", "O", "O", "O", "H", "H", "H", "H"], "xyz": [[30.1970, -29.9227, -7.4072], [33.4894, -32.9598, -5.6805], [34.5383, -33.3297, -6.3726], [32.4294, -33.6296, -6.0823], [33.6665, -33.1490, -4.3896], [33.2491, -31.0941, -5.9354], [32.0645, -30.7162, -5.2036], [34.4473, -30.4003, -5.5896], [32.7484, -31.0187, -7.5839], [34.0186, -30.5679, -8.3893], [34.3659, -29.1855, -8.1586], [35.0916, -31.5171, -8.4295], [33.3397, -30.4408, -10.1693], [32.1587, -29.7838, -10.1766], [34.1806, -29.7730, -10.9473], [33.1553, -31.6805, -10.6322], [28.2321, -31.0638, -6.1436], [26.6755, -31.1875, -6.1015], [25.9874, -31.1041, -4.8483], [26.1175, -31.9274, -7.1907], [26.4106, -29.6736, -6.6613], [28.4635, -32.3140, -4.9934], [27.8024, -33.5720, -5.1110], [28.8382, -31.8334, -3.7116], [29.9562, -32.6600, -5.5390], [27.6487, -27.1015, -7.8272], [28.4191, -28.0879, -8.4850], [28.1995, -28.1614, -9.8775], [29.2813, -28.9997, -10.5352], [29.4966, -30.2964, -10.0039], [28.4026, -31.1667, -10.3231], [27.6923, -27.1792, -6.7436], [26.5965, -27.2499, -8.0864], [27.9294, -26.0853, -8.1143], [28.1182, -27.1694, -10.3370], [27.2096, -28.5851, -10.0996], [30.2348, -28.4649, -10.5481], [29.0944, -29.1617, -11.6039], [28.6695, -32.1852, -10.0473], [28.1290, -31.1631, -11.3778], [27.5517, -30.8983, -9.6921], [29.7061, -28.6841, -4.0509], [30.1828, -28.2975, -5.3378], [31.1491, -27.2651, -5.2753], [31.2058, -26.5341, -6.5954], [31.7934, -27.4411, -7.5171], [32.3763, -26.7934, -8.6462], [30.5304, -28.9206, -3.3742], [28.9238, -29.4329, -4.0736], [29.2473, -27.8264, -3.5367], [32.1165, -27.7701, -5.1442], [31.0572, -26.6309, -4.3906], [31.8467, -25.6553, -6.4938], [30.1879, -26.2810, -6.9119], [32.6437, -27.4739, -9.4487], [33.2332, -26.1843, -8.3673], [31.5663, -26.1834, -9.0710], [31.7758, -36.1443, -8.8074], [30.6280, -36.7912, -8.6011], [29.3184, -36.1055, -8.3871], [28.2891, -36.7263, -8.3009], [29.4265, -34.6400, -8.2561], [30.5974, -33.9963, -8.4310], [31.8813, -34.6935, -8.7503], [32.9045, -34.0866, -8.9400], [30.6771, -32.6579, -8.2985], [30.6128, -38.1284, -8.6909], [32.6646, -36.7418, -8.9660], [28.5208, -34.0998, -8.0083], [31.6423, -32.4432, -8.3061], [29.7332, -38.4797, -8.4868]], "atomic_forces_ev_per_a": [[0.84, 0.01, -0.11], [0.14, 1.23, -0.25], [0.31, -0.31, 0.08], [-0.39, -0.12, -0.06], [0.17, -0.16, 0.34], [-1.41, 0.23, -0.65], [-0.36, -0.30, -0.18], [0.03, -0.71, -0.40], [0.67, -0.47, 2.56], [2.23, 1.88, -2.53], [-0.29, -0.21, 0.03], [-0.50, -0.03, -0.06], [0.27, -0.95, 1.15], [0.07, -0.11, -0.03], [-0.16, -0.27, 0.22], [-0.16, 0.52, -0.33], [-0.29, -3.23, 2.98], [-4.96, 3.62, -3.03], [1.09, -0.89, -0.04], [0.44, -0.66, 0.63], [0.40, 0.00, 0.05], [5.16, -1.09, 0.66], [-0.70, 1.06, -0.67], [-1.15, 0.68, 0.23], [-0.68, 0.14, -0.53], [-1.11, 0.26, -0.14], [0.73, -0.05, 0.27], [-0.88, -0.32, -0.58], [0.58, 0.32, -1.04], [-0.50, 0.01, -0.06], [-0.22, -0.37, 0.88], [0.45, -0.38, -0.04], [-0.04, 0.07, -0.02], [0.22, -0.05, -0.17], [0.59, 0.09, 0.07], [0.01, -0.23, 0.38], [0.06, -0.12, 0.51], [-0.48, 0.44, 0.03], [0.30, 0.09, -0.01], [0.15, 0.31, -0.08], [-0.24, -0.02, -0.25], [-0.07, 1.15, 1.25], [-0.97, 0.17, 0.28], [1.29, -0.51, 0.15], [0.15, -0.41, 0.39], [0.20, -0.66, -0.36], [-1.21, 0.50, -0.31], [0.09, -0.69, -0.35], [0.40, -0.39, -0.45], [-0.10, 0.20, -0.42], [0.10, 0.18, -0.01], [-0.62, 0.20, -0.22], [-0.18, 0.14, -0.02], [0.11, 0.32, -0.12], [0.21, -0.47, 0.51], [0.04, 0.00, 0.08], [0.35, 0.43, -0.08], [0.49, -0.15, 0.17], [0.00, -0.95, -0.51], [0.63, 1.25, 0.29], [-0.17, -0.42, -0.04], [0.06, 0.07, -0.20], [-1.18, 0.31, 0.40], [-0.54, -1.23, -0.09], [0.21, 0.69, 0.04], [0.54, -0.32, -0.28], [-0.04, -0.02, 0.18], [0.10, 0.22, -0.11], [-0.01, 0.02, 0.03], [-0.12, 0.13, -0.03], [-0.18, 0.30, -0.02]], "homo_ev": -9.67, "homo_lumo_gap_ev": 8.23, "e_tot_ev": -118494.083, "lumo_energy_ev": -1.4465, "largest_force_ev_per_a": 6.85, "e_above_lowest_kcal_mol": 35.4}